16
Properties=species:S:1:pos:R:3 method="wB97M-V/def2-TZVPD" max_force_ev_per_a=0.61 lumo_energy_ev=0.44 smiles="NCC(=O)O.O.O" homo_lumo_gap_ev=10.2 energy_ha=-437.3442 homo_energy_ev=-9.8
O 0.302 -0.116 -0.707
C -0.137 -0.428 0.381
O -0.906 -1.505 0.569
C 0.195 0.281 1.679
N 1.037 1.448 1.504
H -1.027 -1.966 -0.283
H -0.737 0.516 2.184
H 0.697 -0.459 2.299
H 1.543 1.334 0.622
H 0.481 2.287 1.427
H -0.425 1.648 -1.305
H -1.492 2.624 -1.783
O -0.619 2.595 -1.372
H 0.562 -3.258 -1.157
H 0.523 -2.131 -2.217
O 0.004 -2.869 -1.843

***

16
Properties=species:S:1:pos:R:3 method="wB97M-V/def2-TZVPD" max_force_ev_per_a=3.75 lumo_energy_ev=0.45 smiles="NCC(=O)O.O.O" homo_lumo_gap_ev=10.5 energy_ha=-437.2952 homo_energy_ev=-10.0
O 0.110 -0.315 -0.583
C 0.120 0.699 0.097
O 0.783 1.796 -0.348
C -0.262 0.875 1.607
N -1.083 -0.277 2.146
H 1.239 1.837 -1.310
H 0.652 1.014 2.283
H -0.863 1.773 1.905
H -2.049 -0.088 1.857
H -0.648 -1.175 1.778
H -0.894 -2.792 0.255
H -0.496 -2.060 -0.858
O -0.547 -2.940 -0.625
H 0.945 -0.059 -2.340
H 1.509 1.037 -3.345
O 1.484 0.673 -2.517

***

13
Properties=species:S:1:pos:R:3 method="wB97M-V/def2-TZVPD" max_force_ev_per_a=2.17 lumo_energy_ev=1.01 smiles=CCN.S homo_lumo_gap_ev=10.6 energy_ha=-534.5088 homo_energy_ev=-9.5
S 1.959 2.246 2.219
H 3.021 2.602 1.513
C -0.215 -0.643 -1.608
C -1.146 -0.554 -0.400
N -0.378 -0.450 0.882
H -0.766 -1.065 -2.450
H 0.585 -1.351 -1.400
H 0.218 0.330 -1.830
H -1.782 -1.451 -0.383
H -1.980 0.143 -0.559
H -0.776 0.313 1.409
H -0.545 -1.345 1.282
H 1.805 1.224 1.324

***

13
Properties=species:S:1:pos:R:3 method="wB97M-V/def2-TZVPD" max_force_ev_per_a=2.62 lumo_energy_ev="-4.64 / -8.95" total_charge=+1 s2=0.75 homo_lumo_gap_ev="9.8 / 5.4" energy_ha=-534.1202 homo_energy_ev="-14.5 / -14.3" multiplicity=2
N -0.179 2.670 0.936
H 0.327 1.836 0.608
H -3.878 -0.416 -1.951
H 0.122 2.580 1.917
H 0.331 3.492 0.618
C -0.797 -1.117 0.131
C -0.131 -1.062 -1.158
S 1.010 -0.581 0.164
H -3.858 0.160 -2.424
H -1.262 -0.393 0.791
H -0.939 -2.109 0.560
H -0.436 -0.334 -1.911
H 0.333 -1.850 -1.754

***

13
Properties=species:S:1:pos:R:3 method="wB97M-V/def2-TZVPD" max_force_ev_per_a=4.72 lumo_energy_ev="-4.46 / -9.79" total_charge=+1 s2=0.75 homo_lumo_gap_ev="9.5 / 4.1" energy_ha=-534.1205 homo_energy_ev="-14.0 / -13.9" multiplicity=2
S 2.109 2.006 -0.734
H 3.194 1.845 0.121
C 0.226 -0.312 0.981
N -0.574 0.222 -0.155
C -1.367 -0.881 -0.671
H -0.405 -0.723 1.755
H 0.700 0.626 1.346
H 0.892 -0.962 0.452
H -1.192 0.875 0.199
H 1.152 1.128 -0.528
H -2.269 -1.139 -0.151
H -1.726 -0.900 -1.820
H -0.739 -1.784 -0.797

***

14
Properties=species:S:1:pos:R:3 method="wB97M-V/def2-TZVPD" max_force_ev_per_a=3.33 lumo_energy_ev=-0.11 smiles=CCN.SS homo_lumo_gap_ev=8.9 energy_ha=-932.6675 homo_energy_ev=-9.0
S 5.133 3.023 -4.433
S 3.509 4.284 -5.160
H 4.555 1.852 -4.770
H 2.680 3.386 -4.767
C -1.754 -1.082 0.817
C -1.025 -1.242 2.121
N -1.835 -1.652 3.288
H -2.774 -1.448 1.000
H -2.106 -0.130 0.428
H -1.312 -1.681 0.024
H -0.227 -2.095 1.923
H -0.261 -0.480 2.327
H -2.840 -1.739 3.152
H -1.743 -0.996 4.051

***

14
Properties=species:S:1:pos:R:3 method="wB97M-V/def2-TZVPD" max_force_ev_per_a=2.93 lumo_energy_ev=0.29 smiles=CCN.SS homo_lumo_gap_ev=8.9 energy_ha=-932.6789 homo_energy_ev=-8.6
S -1.006 3.375 -5.302
S -0.164 1.811 -6.324
H -1.491 4.236 -6.174
H 0.780 2.314 -7.076
C -0.527 -0.891 1.644
C 0.677 -1.592 2.364
N 0.668 -1.268 3.816
H -0.230 -0.085 0.972
H -0.929 -1.745 1.095
H -1.238 -0.397 2.297
H 0.609 -2.679 2.332
H 1.630 -1.249 1.998
H -0.206 -1.187 4.299
H 1.426 -0.642 4.058

***

13
Properties=species:S:1:pos:R:3 method="wB97M-V/def2-TZVPD" max_force_ev_per_a=3.53 lumo_energy_ev=1.05 smiles=CCN[SiH3] homo_lumo_gap_ev=10.1 energy_ha=-425.7935 homo_energy_ev=-9.1
C -1.659 -0.462 -0.143
C -0.744 0.723 0.376
N 0.553 0.840 -0.284
Si 1.938 -0.114 0.042
H -1.777 -0.499 -1.174
H -1.297 -1.531 0.058
H -2.740 -0.409 0.070
H -1.421 1.518 0.290
H -0.691 0.507 1.367
H 0.169 0.887 -1.279
H 1.399 -1.624 -0.192
H 2.447 0.172 1.351
H 3.057 0.097 -0.987

***

13
Properties=species:S:1:pos:R:3 method="wB97M-V/def2-TZVPD" max_force_ev_per_a=0.82 lumo_energy_ev=-3.62 total_charge=+1 homo_lumo_gap_ev=13.4 energy_ha=-231.7955 homo_energy_ev=-17.1
O -1.916 -0.331 -1.187
H -0.424 -0.161 -1.013
H -2.545 0.093 -1.781
H -2.271 -1.196 -0.954
C 1.282 -0.066 0.413
O 0.586 -0.038 -0.958
C 0.314 0.522 1.417
H 2.120 0.617 0.243
H 1.559 -1.108 0.532
H 1.046 -0.404 -1.731
H 0.885 1.156 2.102
H -0.212 -0.199 2.025
H -0.423 1.114 0.893

***

14
Properties=species:S:1:pos:R:3 method="wB97M-V/def2-TZVPD" max_force_ev_per_a=2.44 lumo_energy_ev=4.06 total_charge=-1 homo_lumo_gap_ev=7.1 energy_ha=-630.2915 homo_energy_ev=-3.1
C 2.029 1.202 -0.474
C 0.453 1.066 -0.818
S -0.313 -0.054 0.352
H 2.633 1.175 -1.382
H 2.082 2.247 -0.147
H 2.289 0.564 0.362
H 0.139 2.103 -0.666
H 0.403 0.737 -1.854
H -2.794 -2.319 -1.324
H -1.641 -1.524 -0.836
O -1.830 -2.322 -1.380
H -0.647 -1.430 3.053
H -1.355 -0.542 2.099
O -1.449 -0.903 3.015

***

8
Properties=species:S:1:pos:R:3 method="wB97M-V/def2-TZVPD" max_force_ev_per_a=4.95 lumo_energy_ev="-1.81 / -1.75" s2=0.76 homo_lumo_gap_ev="3.8 / 6.8" energy_ha=-456.8996 homo_energy_ev="-5.6 / -8.6" multiplicity=2
C -1.348 -0.855 0.018
H -1.382 -1.906 0.368
O 0.061 -0.704 -0.249
C 0.496 0.532 -0.615
O 1.736 0.543 -0.832
O -0.110 1.490 -0.066
Li -1.958 1.084 0.155
Ag 2.506 -0.183 1.220

***

18
Properties=species:S:1:pos:R:3 method="wB97M-V/def2-TZVPD" max_force_ev_per_a=4.53 lumo_energy_ev=-10.99 total_charge=+1 homo_lumo_gap_ev=3.7 energy_ha=-2145.1714 homo_energy_ev=-14.6
Al -1.393 -2.397 0.431
C -2.142 1.466 1.215
F -2.707 2.133 0.257
F -2.433 1.904 2.408
F -2.552 0.160 1.183
S -0.243 1.463 1.048
O 0.036 2.562 0.185
O 0.272 1.505 2.366
N 0.027 -0.030 0.254
S 1.554 0.017 -0.212
O 2.387 1.062 0.275
O 2.168 -1.281 -0.167
C 1.332 0.357 -2.067
F 0.432 -0.512 -2.536
F 0.904 1.580 -2.245
F 2.465 0.173 -2.689
O -0.243 -4.738 0.440
H 0.135 -5.422 -0.145

***

7
Properties=species:S:1:pos:R:3 method="wB97M-V/def2-TZVPD" max_force_ev_per_a=7.58 lumo_energy_ev="-14.07 / -13.22" total_charge=+2 homo_lumo_gap_ev="7.8 / 8.5" energy_ha=-544.0229 homo_energy_ev="-21.9 / -21.7"
O 0.853 0.447 -0.318
O -1.157 -0.354 0.386
O -0.838 1.854 0.154
C -0.874 -1.580 0.073
C -0.305 0.784 0.053
H 0.010 -1.570 -0.608
Al 2.312 0.420 0.261

***

7
Properties=species:S:1:pos:R:3 method="wB97M-V/def2-TZVPD" max_force_ev_per_a=11.48 lumo_energy_ev="-17.67 / -21.38" total_charge=+3 s2=2.01 homo_lumo_gap_ev="9.1 / 6.6" energy_ha=-368.8087 homo_energy_ev="-26.8 / -27.9" multiplicity=3
O -1.231 -0.353 0.095
C -0.263 -0.148 -0.749
Au -2.648 0.503 0.527
Li 0.107 -1.450 0.532
H -0.620 0.207 -1.738
C 1.882 0.320 0.490
O 2.774 0.922 0.843

***

7
Properties=species:S:1:pos:R:3 method="wB97M-V/def2-TZVPD" max_force_ev_per_a=2.35 lumo_energy_ev=-0.43 smiles="O=C(Cl)C(Br)Br" homo_lumo_gap_ev=10.4 energy_ha=-5760.2553 homo_energy_ev=-10.9
C -0.405 -0.002 -0.840
C 0.356 -0.129 0.545
O 0.089 -0.065 -1.921
Cl -2.114 0.506 -0.712
Br 0.614 1.568 1.446
Br 1.892 -1.320 0.382
H -0.432 -0.557 1.099

***

7
Properties=species:S:1:pos:R:3 method="wB97M-V/def2-TZVPD" max_force_ev_per_a=5.40 lumo_energy_ev=-0.16 homo_lumo_gap_ev=8.8 energy_ha=-5399.8359 homo_energy_ev=-9.0
C -0.056 0.651 -1.173
C -0.044 -0.376 0.807
O -0.772 1.514 -1.334
F -0.472 0.579 1.626
Br -1.257 -1.954 0.757
Br 1.728 -0.774 1.188
H 0.874 0.360 -1.871

***

8
Properties=species:S:1:pos:R:3 method="wB97M-V/def2-TZVPD" max_force_ev_per_a=6.30 lumo_energy_ev=0.31 smiles=Brc1ncn(Br)n1 homo_lumo_gap_ev=9.0 energy_ha=-5388.9910 homo_energy_ev=-8.6
C -0.028 0.147 0.445
C 0.459 0.783 2.437
N 0.829 0.694 1.159
N -0.723 0.327 2.771
N -1.297 -0.068 1.693
Br 1.448 1.749 3.631
Br -2.828 -0.871 1.514
H -0.311 0.075 -0.578

***

10
Properties=species:S:1:pos:R:3 method="wB97M-V/def2-TZVPD" max_force_ev_per_a=2.91 lumo_energy_ev=-0.27 homo_lumo_gap_ev=8.3 energy_ha=-10536.9245 homo_energy_ev=-8.5
C 1.714 -0.052 -0.367
C -1.482 0.560 -0.254
N 1.287 -1.097 0.068
N -1.436 1.112 0.879
N 0.599 -2.079 -0.123
Br 3.160 0.972 -0.513
Br -0.846 1.176 -1.879
Br -0.407 2.549 1.186
Br -0.530 -2.696 1.143
H -2.059 -0.444 -0.140

***

8
Properties=species:S:1:pos:R:3 method="wB97M-V/def2-TZVPD" max_force_ev_per_a=3.15 lumo_energy_ev=-0.45 homo_lumo_gap_ev=8.6 energy_ha=-12946.7878 homo_energy_ev=-9.0
C -0.197 0.899 -0.723
C 0.271 -0.919 0.539
Br 0.662 2.276 0.212
Br -2.068 0.949 -0.815
Br -0.096 -0.299 2.295
Br -0.952 -2.226 -0.083
Br 2.097 -1.311 0.234
H 0.282 0.631 -1.658